Entry 1:
C19H49N2O8S2 as an isolated structure, computed with the ωB97M-V functional and the def2-TZVPD basis.

XYZ file:
```
80
Properties=species:S:1:pos:R:3:forces:R:3
C -3.4606 -2.6792 -6.4888 0.037 0.043 -0.019
C -2.1207 -3.1719 -5.9407 -0.039 0.006 0.017
C -2.1469 -3.3895 -4.4210 0.066 0.003 -0.074
C -1.6866 -2.1609 -3.6442 -0.073 0.004 0.016
C -1.8426 -2.2909 -2.1330 -0.018 0.068 -0.021
C -1.5602 -0.9739 -1.4048 0.121 -0.057 -0.027
C -1.1610 -1.1877 0.0477 -0.120 0.136 0.033
S -0.4196 0.2907 0.7777 -0.135 -0.192 -0.045
O -0.8316 1.4379 -0.0073 -0.052 0.007 0.031
O 1.0113 0.0308 0.7626 0.073 0.081 0.058
N -1.0392 0.2169 2.2354 0.166 0.188 -0.136
S -1.2035 1.4910 3.1657 -0.040 -0.113 0.140
N 0.3147 2.1688 3.3214 -0.086 -0.091 0.091
O -2.0837 2.4950 2.5995 -0.072 0.045 0.025
O -1.5425 1.0272 4.4902 -0.059 -0.074 -0.044
H -4.1641 -3.5048 -6.6116 -0.018 0.002 0.075
H -3.3514 -2.1927 -7.4598 -0.001 -0.036 -0.016
H -3.9150 -1.9561 -5.8080 0.022 0.032 -0.015
H -1.3440 -2.4402 -6.1809 0.046 -0.014 0.037
H -1.8360 -4.0953 -6.4509 -0.024 0.001 -0.037
H -3.1651 -3.6489 -4.1119 0.001 -0.077 -0.004
H -1.5129 -4.2395 -4.1526 -0.001 0.007 0.052
H -2.2436 -1.2800 -3.9864 -0.017 -0.014 -0.018
H -0.6332 -1.9728 -3.8760 0.003 0.063 0.004
H -1.1585 -3.0627 -1.7650 0.002 -0.035 -0.048
H -2.8574 -2.6367 -1.9073 0.018 -0.024 0.072
H -2.4314 -0.3186 -1.4488 0.032 0.046 -0.046
H -0.7544 -0.4444 -1.9201 0.037 -0.021 0.019
H -2.0057 -1.4575 0.6785 -0.021 -0.043 -0.038
H -0.3973 -1.9618 0.1165 -0.028 -0.025 0.088
H 0.1975 2.8280 4.0903 0.074 0.030 -0.026
H 0.5003 2.7165 2.4831 0.009 -0.017 -0.017
C -1.7665 2.7923 7.6080 -0.008 -0.053 -0.022
C -0.6332 3.5965 6.9924 -0.101 -0.171 0.067
C -0.3533 4.8880 7.7464 -0.008 0.025 -0.043
O -0.8994 3.8460 5.6216 0.274 0.397 -0.037
H -2.6914 3.3780 7.5964 0.000 0.015 0.025
H -1.9290 1.8863 7.0247 0.011 0.016 -0.029
H -1.5472 2.5246 8.6438 0.007 0.012 0.004
H 0.2696 2.9815 6.9802 0.011 0.003 0.013
H -1.2400 5.5292 7.7368 -0.003 -0.005 0.016
H 0.4667 5.4334 7.2785 0.000 -0.001 -0.002
H -0.0929 4.6877 8.7877 0.000 -0.011 -0.001
H -1.7297 4.3257 5.5382 -0.088 -0.135 -0.049
C 2.3859 -2.8995 0.0804 0.057 -0.032 -0.083
C 1.7740 -4.0170 0.9008 -0.031 0.075 0.049
C 1.6389 -3.6257 2.3627 -0.019 -0.024 0.005
O 2.5187 -5.2378 0.7628 -0.015 -0.012 0.009
H 3.3924 -2.6712 0.4494 -0.006 -0.015 0.020
H 2.4543 -3.1798 -0.9713 -0.016 -0.037 -0.001
H 1.8000 -1.9846 0.1693 0.063 0.054 0.012
H 0.7858 -4.2606 0.5021 0.006 -0.018 -0.011
H 2.6266 -3.4166 2.7855 0.001 0.014 -0.001
H 1.1813 -4.4308 2.9391 -0.002 0.002 -0.006
H 1.0381 -2.7209 2.4712 0.002 0.008 -0.010
H 3.4052 -5.0606 1.0949 0.013 -0.001 -0.007
C 0.8278 6.8971 2.1027 -0.002 -0.012 0.021
C 0.5924 5.7863 1.0884 -0.106 0.028 -0.019
C -0.2744 6.2477 -0.0737 -0.004 -0.021 -0.015
O 0.0355 4.6404 1.7055 0.221 0.164 0.030
H -0.1259 7.2265 2.5254 0.000 0.011 -0.009
H 1.4541 6.5385 2.9196 -0.004 -0.006 -0.002
H 1.3107 7.7610 1.6406 0.002 -0.001 -0.006
H 1.5553 5.4446 0.7009 0.009 0.012 -0.003
H -1.2565 6.5605 0.2930 0.004 0.016 0.000
H -0.4216 5.4295 -0.7777 -0.001 -0.007 0.010
H 0.1788 7.0928 -0.5966 0.004 0.001 0.002
H -0.8461 4.8373 2.0443 -0.087 -0.231 -0.053
C 3.4912 -4.5123 -4.6529 -0.002 0.002 0.029
C 2.4212 -3.4369 -4.7623 0.037 -0.011 -0.017
C 2.6626 -2.5051 -5.9397 -0.009 0.021 0.018
O 2.3104 -2.7064 -3.5478 -0.086 -0.010 -0.023
H 4.4722 -4.0519 -4.5021 0.005 -0.003 -0.018
H 3.2882 -5.1647 -3.8041 -0.004 0.005 0.001
H 3.5378 -5.1173 -5.5603 -0.005 0.002 -0.002
H 1.4448 -3.9138 -4.8777 -0.013 -0.004 -0.009
H 3.6214 -1.9915 -5.8227 0.008 -0.010 -0.011
H 1.8779 -1.7510 -5.9950 -0.006 -0.001 0.004
H 2.6873 -3.0569 -6.8812 -0.004 -0.005 0.001
H 3.1450 -2.2556 -3.3778 -0.009 0.022 0.024
```
Forces are in eV/Å.

Highest occupied orbital energy (eV): -5.25
LUMO (eV): 2.49
Total energy (eV): -61530.210
Largest force on an atom (Eh/bohr): 0.0094
Net charge: -1



Entry 2:
C19H49O22S6V as an isolated structure at a distorted geometry, computed with the ωB97M-V functional and the def2-TZVPD basis.

XYZ file:
```
97
Properties=species:S:1:pos:R:3:forces:R:3
O -2.0449 -5.2382 0.8818 -1.147 2.094 -3.084
V -2.4761 -4.1728 -0.2186 2.823 2.652 3.630
O -0.8437 -0.8400 1.4055 -2.144 -1.578 -0.982
C -1.4466 -1.8651 0.7893 1.019 -1.191 0.056
O -2.5404 -2.3876 1.1112 -1.861 -0.624 0.190
O -0.8197 -2.5032 -0.1138 0.038 -1.101 -0.936
H -0.0362 -0.8079 0.8874 1.385 0.924 -0.196
O 2.6393 7.1112 2.2835 -1.082 -2.303 -0.171
S 1.4923 6.2190 2.4178 -0.650 2.029 0.894
O 0.4073 6.2896 1.4564 1.158 -0.958 0.262
O 1.9683 4.6248 2.6964 1.917 3.738 -0.270
C 1.1854 3.5719 2.2800 -1.776 -1.193 -0.341
C 1.8597 2.2351 2.5810 -0.287 0.801 -0.058
C 0.7732 6.6931 4.0492 1.021 -1.385 -0.708
H 0.9045 3.5872 1.2269 0.234 0.450 -0.052
H 0.2832 3.7222 2.8730 -0.600 -0.870 -0.110
H 1.2233 1.4491 2.1743 -0.174 -0.068 0.493
H 2.0107 2.1917 3.6596 0.161 -0.532 -0.112
H 2.7962 2.1158 2.0362 0.165 0.315 0.241
H -0.1883 6.1928 4.1647 0.156 0.054 0.081
H 0.7151 7.7714 4.1975 0.078 -0.161 -0.534
H 1.5549 6.2660 4.6772 -0.376 0.143 0.592
O -1.3978 -0.3579 6.9343 1.842 -1.287 -1.624
S -0.4520 -1.0176 6.0187 -0.859 -1.280 -0.777
O 0.9669 -1.2154 6.3472 -2.957 0.582 -0.769
O -1.0205 -2.5607 5.5443 0.370 1.302 1.410
C -2.4635 -2.7864 5.5214 0.772 0.037 -0.473
C -3.0506 -3.2575 6.8504 -0.006 0.199 -0.300
C -0.7119 -0.3968 4.2619 1.817 -0.243 1.499
H -2.5886 -3.4590 4.6728 0.152 -0.863 0.421
H -2.9383 -1.9287 5.0447 -0.279 0.637 0.926
H -2.7815 -4.2625 7.1756 0.241 -0.121 -0.581
H -4.1340 -3.2410 6.7323 -0.079 0.107 0.271
H -2.7374 -2.6276 7.6830 -0.225 0.365 -0.249
H -1.7429 -0.5348 3.9361 0.179 0.470 0.371
H -0.0441 -1.0178 3.6649 -0.180 -0.209 0.255
H -0.2382 0.5847 4.2430 -0.768 0.340 -0.139
O 1.6418 2.3616 -0.6531 -0.315 -1.676 -0.472
S 2.0637 0.9716 -0.7759 1.078 2.236 -0.630
O 1.5878 0.0077 0.1940 0.087 0.094 -1.313
O 1.7089 0.4183 -2.3091 -0.023 -1.923 4.037
C 1.8152 1.2797 -3.3866 0.593 1.182 -0.902
C 1.8959 0.4455 -4.6415 -0.872 0.523 -0.408
C 3.9044 1.0546 -0.7550 -1.216 -1.787 -0.366
H 2.7625 1.8058 -3.2685 -0.207 0.653 -0.218
H 0.9413 1.9284 -3.3265 0.271 0.449 -0.472
H 1.9910 1.0721 -5.5283 0.719 0.271 0.160
H 0.9136 0.0329 -4.8714 0.151 -0.827 0.379
H 2.7114 -0.2727 -4.5563 -0.292 -0.107 -0.257
H 4.2966 1.4832 -1.6773 -0.269 0.451 0.307
H 4.1592 -0.0050 -0.7776 0.369 -0.071 0.244
H 4.2369 1.4973 0.1839 -0.218 0.198 -0.276
O -2.7331 -3.0940 -2.1813 -0.775 -0.259 -0.376
S -2.6034 -2.2215 -3.3695 0.994 3.777 -1.132
O -2.5598 -2.7072 -4.7215 -0.245 -0.642 1.551
O -3.7757 -1.0561 -3.2952 1.600 -4.799 3.567
C -3.8542 -0.1325 -4.2675 -2.119 2.890 -3.662
C -5.3230 -0.0935 -4.8014 -0.190 -0.624 0.657
C -1.1097 -1.1563 -3.0682 -0.842 -1.012 -0.179
H -3.1545 -0.2860 -5.0891 0.123 -0.050 0.074
H -3.7646 0.8810 -3.8765 0.798 -0.159 0.496
H -5.6229 -0.8565 -5.5197 0.522 0.078 -0.292
H -5.6623 0.8914 -5.1222 0.422 -0.031 -0.230
H -5.9487 -0.3294 -3.9406 -0.036 0.158 0.241
H -1.0271 -0.3965 -3.8454 -0.578 -0.066 0.013
H -0.2339 -1.7925 -3.1960 -0.084 -0.111 0.462
H -1.2584 -0.7132 -2.0835 0.269 -0.117 -0.133
O -4.5932 2.0384 0.0358 2.438 0.016 -2.087
S -3.2629 2.0878 -0.5890 0.375 0.927 0.614
O -2.6379 0.8908 -1.2159 -1.323 2.094 1.158
O -3.1486 3.3629 -1.6984 0.199 -1.503 0.119
C -1.9342 3.3056 -2.5637 1.292 -0.891 0.609
C -1.4297 4.6214 -3.0982 -0.568 0.938 0.400
C -2.1184 2.7753 0.6986 -0.212 -1.251 -0.731
H -2.0203 2.5796 -3.3722 -0.741 -0.041 0.072
H -1.1113 2.9184 -1.9628 -0.086 -0.221 0.353
H -1.3340 5.3314 -2.2767 -0.992 0.436 -0.028
H -2.0215 4.9426 -3.9553 -0.063 0.519 0.364
H -0.3810 4.6988 -3.3853 0.133 -1.246 -0.391
H -1.8008 1.8766 1.2274 0.189 -0.010 0.031
H -2.5855 3.4389 1.4262 -0.322 0.086 -0.601
H -1.2727 3.2156 0.1702 -0.084 0.054 0.186
O 4.3677 -4.5560 1.3757 -0.976 1.000 -1.772
S 4.2126 -3.6938 0.2112 0.452 -1.370 -1.032
O 4.6747 -2.3256 0.3268 -0.268 -1.416 -0.849
O 4.9839 -4.5166 -1.1103 -0.992 2.055 1.966
C 4.7618 -5.9402 -1.2603 -0.296 0.597 -1.114
C 4.6178 -6.2203 -2.7949 -0.179 -0.574 1.267
C 2.4884 -3.5790 -0.5922 0.458 -0.397 1.076
H 3.8486 -6.2389 -0.7455 -0.071 -0.017 0.017
H 5.5889 -6.4688 -0.7865 0.047 0.014 -0.242
H 5.4412 -5.8743 -3.4197 0.101 -0.079 0.355
H 3.6858 -5.8596 -3.2299 -0.024 0.407 0.312
H 4.5168 -7.3047 -2.8394 0.330 -0.161 -0.353
H 1.8302 -2.9924 0.0486 0.411 0.291 0.097
H 1.9925 -4.5472 -0.6608 0.528 -0.264 -0.027
H 2.5596 -3.1320 -1.5838 0.446 0.030 0.233
```
Forces are in eV/Å.

Highest occupied orbital energy (alpha / beta) (eV): -12.69 / -12.69
LUMO (alpha / beta) (eV): -6.78 / -6.05
Total energy (eV): -156228.288
2S+1: 2
Largest force on an atom (Eh/bohr): 0.1204
Net charge: +1
Energy relative to the best compared isomer or geometry (same formula, charge and spin) (kJ/mol): 850.74



Entry 3:
A 11-piece molecular cluster, C19H50BrN3O14P overall at a distorted geometry, computed with the ωB97M-V functional and the def2-TZVPD basis.

XYZ file:
```
88
Properties=species:S:1:pos:R:3:forces:R:3
C -0.8007 -1.2435 1.6392 -0.233 0.430 -0.049
C -0.3845 0.1810 1.0159 -2.387 1.071 -1.090
C -1.5891 0.8969 0.3235 2.781 2.501 -0.531
C -3.0819 0.3491 0.2273 -0.190 1.178 -0.364
C -3.6734 0.3561 -1.2979 -0.121 -0.507 0.236
C -2.9337 -0.6773 -2.2709 -2.075 -3.634 -1.793
O -3.5801 -1.6573 -2.7568 3.061 4.716 2.202
O -1.5473 -0.5255 -2.6769 -1.778 -0.020 1.804
C -1.1330 2.2629 -0.2465 1.773 -3.693 2.305
O -2.0014 3.1875 -0.9107 0.853 1.546 3.636
C -2.1957 4.2752 0.0160 0.229 1.276 2.633
N -2.2724 5.0728 0.9292 0.342 -4.225 -5.162
C 0.3534 2.5840 -0.0608 0.046 1.194 -0.587
N 1.3848 1.8800 0.5743 -5.133 1.252 -2.028
N 0.8940 0.7453 1.0701 -3.107 -3.422 0.662
P 2.2095 -0.1615 1.9636 3.233 -1.126 0.193
O 2.4021 -1.7314 1.3007 -1.806 2.576 0.217
Br 1.4939 -0.2635 4.1325 -0.214 -0.400 -1.250
H -1.6787 -1.0966 2.3859 1.546 0.017 -1.322
H 0.0053 -1.8147 2.1889 -0.835 0.845 -0.908
H -1.2002 -1.8847 0.7706 0.710 0.957 1.266
H -3.7484 1.1154 0.7935 1.187 -1.218 -0.887
H -3.2693 -0.6637 0.7195 0.684 1.440 -0.773
H -3.7357 1.4131 -1.7417 0.411 -1.620 0.705
H -4.7704 -0.0016 -1.1911 2.080 0.514 -0.324
H -0.9665 -0.5709 -1.8787 -0.697 0.228 -0.827
H 0.7002 3.5910 -0.5236 -0.585 -1.823 0.974
H 2.1479 -1.7381 0.3390 0.255 -0.418 0.941
C 2.0770 -4.8495 -1.2721 0.028 -0.168 -0.204
O 1.0813 -4.1722 -0.5117 -0.503 0.508 0.204
H 3.0593 -4.5871 -0.8795 -0.168 -0.046 -0.004
H 1.9316 -5.9284 -1.1894 0.220 0.030 -0.109
H 2.0123 -4.5428 -2.3185 0.195 -0.152 -0.022
H 0.2232 -4.4219 -0.8795 0.237 0.032 0.139
C 2.6138 1.5421 -3.0099 -0.127 -0.043 0.204
O 3.3739 1.4824 -1.8113 0.030 -0.127 0.309
H 3.2967 1.5884 -3.8583 -0.040 0.000 0.155
H 1.9906 0.6479 -3.0963 -0.073 0.039 -0.261
H 1.9848 2.4364 -3.0031 -0.066 -0.001 -0.243
H 2.7467 1.4423 -1.0775 0.374 0.150 -0.141
C -7.3854 1.3959 -0.7496 -0.280 0.071 0.105
O -6.0819 1.8628 -0.4262 0.476 0.113 0.364
H -7.3655 0.9553 -1.7472 0.129 0.057 0.096
H -7.6941 0.6381 -0.0255 -0.190 -0.020 -0.117
H -8.0867 2.2324 -0.7375 -0.066 -0.156 -0.030
H -6.1297 2.2473 0.4598 -0.135 0.061 -0.300
C 1.5583 4.2773 3.4206 0.229 0.046 -0.237
O 0.7984 3.0747 3.4272 -0.373 -0.404 -0.062
H 1.1114 4.9797 4.1246 -0.030 -0.179 -0.050
H 2.5858 4.0649 3.7250 0.016 0.208 0.015
H 1.5484 4.7143 2.4188 0.128 0.195 0.094
H 1.2137 2.4735 2.7986 0.044 0.290 0.330
C 5.3995 -7.2304 -1.7623 0.184 0.103 0.031
O 4.7015 -6.1630 -2.3903 -0.083 0.378 -0.143
H 4.6750 -7.9303 -1.3470 0.067 0.103 -0.162
H 6.0192 -7.7468 -2.4989 0.005 -0.181 0.181
H 6.0251 -6.8365 -0.9569 0.078 -0.175 0.053
H 5.3660 -5.5600 -2.7486 -0.242 -0.153 0.049
C -0.9512 1.7729 6.9520 0.136 -0.175 -0.145
O -0.9315 0.4529 7.4729 0.047 -0.294 -0.063
H -1.4061 2.4359 7.6883 0.042 -0.163 -0.027
H 0.0712 2.1027 6.7503 -0.085 0.255 -0.084
H -1.5408 1.7947 6.0316 0.022 0.276 -0.040
H -0.5247 -0.1120 6.8018 -0.156 0.101 0.331
C 6.6017 1.2424 -2.6830 -0.150 0.030 0.167
O 6.8268 0.5372 -1.4731 -0.055 -0.117 0.228
H 7.4233 1.0367 -3.3699 -0.034 -0.040 0.165
H 5.6627 0.9093 -3.1320 0.036 0.144 -0.183
H 6.5599 2.3154 -2.4801 -0.037 0.051 -0.249
H 6.0861 0.7374 -0.8857 0.204 -0.060 -0.177
C 0.7007 7.1904 -0.5444 -0.148 0.103 0.116
O 0.9187 6.4781 0.6652 -0.081 -0.315 0.196
H 1.5205 6.9775 -1.2314 -0.032 -0.010 0.151
H -0.2420 6.8700 -0.9959 -0.001 0.157 -0.183
H 0.6705 8.2629 -0.3396 -0.020 0.009 -0.245
H 0.1802 6.6842 1.2543 0.211 -0.081 -0.084
C -10.3205 3.4333 0.7324 -0.070 0.101 0.250
O -9.0181 3.8998 1.0573 0.296 0.030 0.159
H -10.2988 2.9937 -0.2653 0.066 0.082 0.096
H -10.6307 2.6744 1.4549 -0.198 -0.040 -0.131
H -11.0240 4.2690 0.7437 -0.150 -0.155 -0.095
H -9.0661 4.2831 1.9430 0.083 -0.055 -0.274
C 5.5268 -10.9415 -3.2740 -0.236 -0.068 -0.093
O 4.5308 -10.2671 -2.5195 -0.263 0.045 0.060
H 6.5079 -10.6777 -2.8774 -0.150 0.021 0.028
H 5.3826 -12.0215 -3.1922 0.215 -0.032 -0.118
H 5.4660 -10.6351 -4.3213 0.198 -0.124 -0.053
H 3.6744 -10.5174 -2.8904 0.213 0.108 0.168
```
Forces are in eV/Å.

Highest occupied orbital energy (eV): -11.65
LUMO (eV): -5.74
Total energy (eV): -132963.020
Largest force on an atom (Eh/bohr): 0.1299
Net charge: +1